21
Properties=species:S:1:pos:R:3 method="wB97M-V/def2-TZVPD" spin_multiplicity=1 smiles=CC[C@@H](N)CNC lumo_energy_ev=1.18 e_above_lowest_kj_mol=205.02
C -2.001 0.336 -1.902
C -0.583 -0.091 -1.420
C -0.597 -0.251 0.093
N -1.381 -1.382 0.388
C 0.829 -0.514 0.635
N 1.567 0.746 0.573
C 2.296 1.097 1.777
H -2.272 1.272 -1.256
H -2.204 0.624 -2.838
H -2.727 -0.496 -1.848
H -0.525 -0.978 -1.970
H 0.124 0.671 -1.796
H -0.984 0.657 0.658
H -1.278 -2.202 -0.203
H -2.159 -1.292 0.900
H 0.767 -0.834 1.713
H 1.381 -1.455 0.278
H 2.290 0.618 -0.178
H 1.598 1.591 2.485
H 2.689 0.227 2.396
H 3.170 1.658 1.515

---

21
Properties=species:S:1:pos:R:3 method="wB97M-V/def2-TZVPD" spin_multiplicity=1 smiles=CC(C)N[C@@H](C)N lumo_energy_ev=1.10 e_above_lowest_kj_mol=103.05
C 1.997 0.606 0.257
C 1.117 -0.565 0.667
C 1.372 -1.792 -0.196
N -0.453 -0.264 0.778
C -1.000 0.423 -0.319
C -2.592 -0.135 -0.397
N -0.986 1.808 -0.006
H 1.837 0.899 -0.785
H 1.843 1.470 0.910
H 3.059 0.344 0.352
H 1.367 -0.832 1.700
H 1.154 -1.599 -1.252
H 0.771 -2.645 0.137
H 2.423 -2.103 -0.124
H -0.615 0.325 1.593
H -0.537 0.222 -1.288
H -2.613 -0.949 -1.126
H -2.982 -0.490 0.561
H -3.255 0.669 -0.733
H -0.146 2.255 -0.354
H -1.761 2.352 -0.374

---

21
Properties=species:S:1:pos:R:3 method="wB97M-V/def2-TZVPD" spin_multiplicity=1 smiles="C=[NH+]CC[C@H](C)[NH3+]" lumo_energy_ev=-8.75 total_charge=+2 e_above_lowest_kj_mol=162.36
C 2.578 -1.121 1.997
N 1.714 -0.905 1.087
C 1.234 0.383 0.591
C -0.303 0.410 0.637
C -0.925 -0.086 -0.700
C -0.704 1.015 -1.901
N -2.408 -0.349 -0.709
H 3.318 -1.925 1.914
H 3.002 -0.160 2.522
H 1.365 -1.745 0.655
H 1.683 1.122 1.314
H 1.601 0.589 -0.360
H -0.664 -0.276 1.367
H -0.486 1.420 0.891
H -0.445 -1.133 -0.919
H 0.357 0.995 -2.130
H -1.331 0.866 -2.791
H -1.067 1.938 -1.479
H -2.768 0.221 0.147
H -2.815 -1.269 -0.576
H -2.936 0.012 -1.557

---

21
Properties=species:S:1:pos:R:3 method="wB97M-V/def2-TZVPD" spin_multiplicity=1 smiles="C[C@@H]([NH3+])C/C=C/[NH3+]" lumo_energy_ev=-6.44 total_charge=+2 e_above_lowest_kj_mol=103.12
C -0.784 -1.267 -1.543
C 0.503 -1.245 -0.778
N 1.691 -1.607 -1.778
C 0.966 0.019 0.038
C -0.147 0.536 0.890
C -0.378 1.700 1.408
N -1.738 2.074 2.055
H -1.564 -1.870 -0.887
H -0.786 -2.003 -2.386
H -1.196 -0.253 -1.770
H 0.561 -2.056 -0.098
H 2.140 -2.462 -1.359
H 1.264 -1.760 -2.688
H 2.445 -0.983 -1.852
H 1.879 -0.324 0.652
H 1.415 0.884 -0.437
H -0.963 -0.200 0.935
H 0.113 2.590 1.280
H -2.187 1.311 2.550
H -1.528 2.848 2.737
H -2.220 2.556 1.298

---

22
Properties=species:S:1:pos:R:3 method="wB97M-V/def2-TZVPD" spin_multiplicity=1 smiles=CNCC[C@H](N)CO lumo_energy_ev=0.93 e_above_lowest_kj_mol=338.19
C 1.445 1.539 -2.612
N 0.436 1.099 -1.636
C 0.571 -0.263 -1.249
C -0.638 -0.639 -0.376
C -0.267 -1.099 1.020
N -1.143 -2.235 1.598
C -0.427 0.140 2.081
O 0.082 1.326 1.484
H 1.786 0.820 -3.453
H 2.275 2.059 -2.016
H 1.075 2.386 -3.244
H -0.491 1.260 -2.095
H 1.522 -0.441 -0.442
H 0.737 -0.936 -2.171
H -1.114 -1.468 -0.955
H -1.422 0.121 -0.286
H 0.749 -1.441 1.123
H -2.044 -1.983 1.996
H -1.265 -2.904 0.920
H 0.136 0.118 3.082
H -1.461 0.237 2.234
H -0.299 1.448 0.525

---

22
Properties=species:S:1:pos:R:3 method="wB97M-V/def2-TZVPD" spin_multiplicity=1 smiles=NC[C@@H]1CCCN1.O lumo_energy_ev=0.84 e_above_lowest_kj_mol=215.05
N -2.150 -0.997 1.270
C -0.747 -0.592 1.123
C -0.412 0.933 0.871
C -1.273 1.484 -0.317
C -0.402 1.537 -1.545
C 1.002 1.053 -1.105
N 0.981 0.904 0.366
H -2.354 -1.009 2.225
H -2.753 -0.341 0.817
H -0.195 -1.113 0.348
H -0.256 -0.741 2.088
H -0.677 1.576 1.699
H -1.704 2.465 -0.074
H -2.220 0.952 -0.455
H -0.666 0.827 -2.337
H -0.382 2.471 -2.105
H 1.815 1.726 -1.346
H 1.138 0.057 -1.486
H 1.466 1.651 0.849
O 3.226 -4.408 0.070
H 3.579 -4.890 -0.678
H 2.982 -3.545 -0.277

---

Number 1: Kohn-Sham gap 9.572 eV, DFT total energy -308.34497 hartree. Number 2: Kohn-Sham gap 9.501 eV, DFT total energy -308.38381 hartree. Number 3: Kohn-Sham gap 11.572 eV, DFT total energy -307.72662 hartree. Number 4: Kohn-Sham gap 12.146 eV, DFT total energy -307.74919 hartree. Number 5: Kohn-Sham gap 10.217 eV, DFT total energy -383.57190 hartree. Number 6: Kohn-Sham gap 9.607 eV, DFT total energy -383.61880 hartree.